Record 1
{"formula": "C5H9F6NS2Si", "method": "ωB97M-V/def2-TZVPD", "homo_ha": [-0.335, -0.350], "energy_ev": -52672.5794, "fmax_ev_per_a": 3.780, "elements": ["C", "C", "C", "C", "C", "N", "F", "F", "F", "F", "F", "F", "Si", "S", "S", "H", "H", "H", "H", "H", "H", "H", "H", "H"], "xyz": [[-1.6112, -0.3184, -1.2642], [0.4669, 1.3979, 1.1635], [1.0338, -1.2500, -0.4378], [0.6768, -2.0544, 3.4548], [-4.0096, -0.5431, 2.1543], [-1.0228, -1.1505, 1.5072], [1.3416, -0.9941, 3.0171], [1.5339, -3.0567, 3.6175], [0.1919, -1.7790, 4.6053], [-4.5651, 0.1982, 1.1444], [-3.6988, -1.7428, 1.6951], [-4.9888, -0.7214, 2.9896], [-0.3657, -0.1370, 0.2257], [-0.7433, -2.4180, 2.2758], [-2.5510, 0.2447, 2.8254], [-2.6699, -0.6143, -0.9695], [-1.5920, 0.6931, -1.8090], [-1.2211, -1.0377, -1.9153], [-0.0508, 1.7375, 2.0104], [1.4367, 1.0569, 1.5880], [0.7594, 2.1139, 0.4682], [0.8147, -2.3422, -0.3450], [1.1012, -0.9151, -1.5441], [1.9236, -1.1341, 0.1918]], "forces_ev_per_a": [[-1.11, 3.21, 1.67], [0.53, -3.05, -0.76], [-0.36, 0.21, -0.52], [0.17, -0.14, -1.81], [0.45, 0.97, -1.08], [-1.26, 1.90, 0.49], [0.51, 0.50, -0.34], [0.17, -0.60, -0.43], [-1.10, 0.67, 2.62], [0.48, -0.43, -0.11], [0.02, -0.91, -0.91], [-1.07, 0.05, 1.74], [0.74, -0.61, 0.02], [0.53, -2.12, 0.77], [0.84, -0.34, -0.53], [1.36, 0.68, -0.29], [-0.46, -1.45, 0.54], [0.70, -1.16, -0.88], [-1.17, 0.82, 0.72], [-0.57, -0.38, -0.44], [0.08, 1.78, -1.05], [-0.26, 0.87, -0.50], [0.58, -0.80, 1.77], [0.21, 0.35, -0.67]], "mulliken_charge": [-1.046, -1.075, -1.097, 0.712, 0.664, -0.062, -0.204, -0.238, -0.220, -0.244, -0.208, -0.216, 0.412, -0.006, -0.151, 0.251, 0.301, 0.377, 0.364, 0.286, 0.413, 0.337, 0.294, 0.357]}

=====

Record 2
{"formula": "C7H7Br2NO", "method": "ωB97M-V/def2-TZVPD", "smiles": "O=C(CBr)[C@]1(Br)C=CCC=N1", "homo_ha": -0.354, "energy_ev": -150993.1366, "fmax_ev_per_a": 3.189, "elements": ["O", "C", "C", "Br", "C", "Br", "C", "C", "C", "C", "N", "H", "H", "H", "H", "H", "H", "H"], "xyz": [[-2.1348, 0.0233, 1.7514], [-1.7791, -0.0715, 0.5890], [-2.7071, -0.1956, -0.5841], [-4.3029, 0.8506, -0.3983], [-0.2912, -0.3980, 0.1722], [-0.4507, -2.3706, -0.3764], [0.6729, -0.3085, 1.2888], [1.9144, 0.1381, 1.0968], [2.3627, 0.4457, -0.3425], [1.1775, 0.7390, -1.2090], [0.0108, 0.3720, -0.9929], [-2.8970, -1.2004, -0.6729], [-2.1939, 0.1790, -1.4042], [0.3984, -0.5510, 2.3183], [2.5884, -0.1437, 1.8769], [3.0191, 1.3301, -0.1651], [3.2456, -0.1634, -0.8418], [1.3669, 1.3249, -2.1062]], "forces_ev_per_a": [[0.94, 0.27, -1.73], [-0.13, -1.21, 1.69], [-0.13, 2.36, 1.55], [-0.22, -0.10, 0.09], [-0.98, 0.24, 0.75], [0.32, 0.62, 0.18], [0.37, 0.51, 0.71], [-0.45, -2.39, -2.06], [2.38, 0.60, 1.29], [2.37, 0.28, -0.34], [-1.47, -0.53, -0.04], [-0.90, -2.24, -0.40], [0.66, 0.40, -1.71], [-0.42, -0.20, -0.56], [0.79, 0.84, 0.35], [-0.78, 0.28, -0.69], [-2.27, 0.23, 0.98], [-0.08, 0.04, -0.05]], "mulliken_charge": [-0.525, 0.435, -0.753, -0.138, 0.760, -0.121, -0.738, -0.445, -0.509, -0.164, -0.480, 0.463, 0.441, 0.381, 0.396, 0.313, 0.274, 0.410]}

=====

Record 3
{"formula": "C4H21N3O4", "method": "ωB97M-V/def2-TZVPD", "smiles": "C[C@H](CN)NCN.O.O.O.O", "homo_ha": -0.306, "energy_ev": -17146.9337, "fmax_ev_per_a": 4.999, "elements": ["C", "C", "C", "N", "N", "C", "N", "H", "H", "H", "H", "H", "H", "H", "H", "H", "H", "H", "H", "H", "O", "H", "H", "O", "H", "H", "O", "H", "H", "O", "H", "H"], "xyz": [[-1.8868, 0.1357, 0.3901], [-0.4640, -0.3219, 0.9358], [0.7888, -0.1892, -0.0860], [1.2063, 1.2184, 0.0910], [-0.7486, -1.6658, 1.4892], [-0.8733, -2.8264, 0.4559], [0.0098, -3.9022, 0.8111], [-1.8800, 1.1997, 0.7261], [-2.0528, 0.0932, -0.6826], [-2.6282, -0.5183, 0.8794], [-0.2933, 0.2332, 1.8754], [0.1360, -0.1371, -0.9834], [1.4700, -0.9339, 0.3118], [2.2128, 1.3331, 0.2194], [1.0442, 1.6295, -0.8302], [-0.0525, -2.0267, 2.1348], [-0.6580, -2.2796, -0.4786], [-1.8818, -3.2279, 0.4281], [0.9728, -3.5809, 0.7765], [-0.1342, -4.1635, 1.7823], [-0.4302, -0.1902, -3.3806], [-0.8655, 0.6063, -3.7131], [-1.1120, -0.8677, -3.3040], [-0.7778, 3.9300, 1.8431], [-1.0799, 3.1980, 2.4081], [0.1288, 3.5837, 1.7770], [-1.2769, 3.5328, -1.2828], [-1.1936, 3.4629, -0.3256], [-0.4837, 3.2241, -1.7211], [4.5532, 0.0633, -0.6244], [3.8821, 0.2779, -1.2972], [4.3684, -0.8904, -0.6256]], "forces_ev_per_a": [[1.57, 0.85, 1.03], [-1.06, -1.58, 0.69], [-3.99, 1.86, 2.36], [0.91, 0.34, -1.06], [0.07, -1.88, -0.97], [0.20, 2.37, 1.30], [0.60, -0.08, -0.42], [-1.00, -0.67, -0.53], [0.33, 0.02, -0.22], [0.22, 0.80, -0.04], [0.33, 0.27, -0.70], [1.79, -1.48, -0.41], [0.41, -0.22, -1.16], [-0.21, -0.30, 0.19], [0.14, 0.30, 0.44], [0.15, 0.59, 0.00], [0.14, -1.17, -0.13], [-0.20, 0.21, 0.06], [0.00, -0.09, -0.16], [-0.30, -0.11, -0.14], [0.03, 0.15, 0.03], [-0.06, -0.30, 0.07], [-0.01, 0.19, -0.10], [0.62, -1.29, 0.43], [-0.75, 0.48, -0.07], [0.14, 0.64, -0.53], [-0.61, 0.14, -0.42], [0.42, -0.03, 0.10], [0.20, -0.03, 0.40], [-1.08, -0.72, -0.73], [0.42, 0.65, 0.19], [0.61, 0.06, 0.52]], "mulliken_charge": [-1.069, -0.040, -0.419, -0.418, -0.589, -0.219, -0.680, 0.228, 0.181, 0.426, 0.436, 0.125, 0.335, 0.273, 0.151, 0.330, 0.170, 0.258, 0.288, 0.273, -0.652, 0.328, 0.308, -0.675, 0.319, 0.328, -0.639, 0.359, 0.291, -0.640, 0.318, 0.315]}